346
Properties=species:S:1:pos:R:3:forces:R:3 method="wB97M-V/def2-TZVPD" molar_mass_g_mol=2005.70 lumo_energy_ev=-5.87 charge=+4 homo_energy_ev=-15.72
C 1.026654 9.859212 6.156297 0.4 -0.7 1.5
C 0.692939 8.345706 6.051554 -0.1 1.3 -0.7
C 1.829485 7.624963 5.330436 -0.3 -0.4 0.9
C 1.501467 6.112576 5.386283 0.4 -0.4 -1.0
P 2.851693 4.984421 4.894614 -1.6 0.8 -3.3
C 2.243526 3.258988 4.551804 0.3 0.3 0.2
C 3.272247 2.365891 3.851240 0.7 -0.2 1.3
C 2.818528 0.977082 3.414838 -0.3 0.4 -0.6
C 1.772412 1.080841 2.271795 0.8 -0.8 0.9
C 3.457917 5.681839 3.291767 -0.3 -1.5 -1.1
C 2.558699 5.487520 1.976089 -0.1 0.9 2.1
C 3.021957 6.475568 0.910721 0.0 -0.9 0.2
C 2.436106 6.222588 -0.468564 -0.9 1.3 -1.2
C 4.205347 5.198963 5.952811 0.8 -0.5 1.1
C 5.164953 6.353588 5.654550 0.3 0.0 -0.8
C 6.168033 6.474700 6.795018 -0.8 -0.9 -0.8
C 7.128595 7.634958 6.592432 -0.3 -0.5 0.5
H 0.311809 10.430001 6.749007 -0.5 -0.1 -0.5
H 1.230863 10.323666 5.191576 -0.2 -0.1 0.0
H 1.907069 9.955168 6.791706 0.5 0.1 -0.3
H -0.242878 8.309360 5.493852 0.0 -0.5 -0.3
H 0.498556 7.813542 6.982747 0.1 0.5 0.4
H 2.768604 7.862826 5.830021 0.0 -0.1 0.2
H 1.931190 8.021941 4.320404 -0.1 -0.4 -0.2
H 0.677160 5.991575 4.683446 -0.1 -0.5 -0.1
H 1.161854 5.708535 6.339959 -0.1 0.5 0.3
H 1.339450 3.362320 3.951739 -0.1 0.3 0.1
H 2.020990 2.756458 5.493103 -0.3 0.2 0.2
H 3.966804 2.129337 4.657297 0.8 0.3 -0.2
H 3.784668 2.904149 3.053859 0.0 -0.1 -0.1
H 2.564709 0.331714 4.255776 -0.9 0.3 0.2
H 3.727172 0.436520 3.149748 0.0 0.1 -0.8
H 0.818479 1.476507 2.620440 0.0 0.1 -0.1
H 1.609847 0.084708 1.860236 -0.1 0.0 -0.1
H 2.167248 1.746989 1.504686 -0.1 0.0 -0.2
H 4.431748 5.255665 3.050666 0.1 -0.3 0.3
H 3.720766 6.714881 3.519440 -0.5 0.2 -0.3
H 1.571546 5.829046 2.287531 -0.3 0.1 -0.2
H 2.313775 4.471839 1.665416 0.9 -0.3 0.0
H 4.099106 6.605823 0.806404 0.2 -0.4 0.2
H 2.682201 7.393715 1.389967 -0.1 0.5 -0.9
H 2.886033 5.646984 -1.277476 1.1 -0.5 0.8
H 2.431446 7.205235 -0.940249 -0.4 0.2 -0.2
H 1.414680 5.848977 -0.540632 -0.3 0.2 0.8
H 4.766778 4.271063 5.843717 0.3 -0.2 0.2
H 3.846712 5.203504 6.982118 0.0 0.1 0.2
H 4.720144 7.331128 5.468404 -0.5 -0.1 0.3
H 5.629642 6.123502 4.695789 0.4 -0.1 0.1
H 6.590893 5.475217 6.896607 0.6 0.1 0.2
H 5.471310 6.571869 7.627623 0.6 0.5 0.7
H 7.892078 7.497846 5.826671 -0.3 -0.3 -0.2
H 7.687853 7.808596 7.511766 -0.2 0.4 0.0
H 6.458700 8.447116 6.310025 0.6 0.6 0.2
C 4.508314 3.048608 -6.924049 -1.1 -0.6 0.3
C 3.759227 2.531657 -5.671032 0.4 0.4 0.3
C 4.634751 1.866968 -4.607637 -0.5 -0.5 0.1
C 5.106442 0.492180 -5.100046 1.7 -0.2 0.1
P 6.437510 -0.424291 -4.219989 1.7 0.4 -2.1
C 6.218255 -2.186975 -4.614721 1.2 -0.2 0.5
C 7.342882 -3.085139 -4.001855 -1.4 -0.6 -0.4
C 6.938602 -4.582260 -4.079560 -0.5 0.7 0.2
C 7.894764 -5.338014 -3.232030 0.6 -1.4 0.4
C 8.236497 0.094314 -4.709244 -2.3 -0.5 -0.8
C 8.426445 1.596946 -4.919503 -1.3 -0.4 1.8
C 9.823751 1.906478 -4.611367 2.5 1.5 -0.6
C 10.027480 3.405108 -4.532225 0.3 0.6 -0.3
C 6.349571 -0.045764 -2.505792 -0.7 -0.1 -0.6
C 5.020611 -0.540243 -1.947826 0.3 0.4 1.1
C 4.795499 0.024595 -0.500484 -0.1 -1.9 -1.1
C 4.832738 1.525542 -0.399646 -0.6 -0.1 -0.2
H 5.078463 3.959817 -6.743164 0.1 -0.2 0.1
H 3.729584 3.273288 -7.652875 0.2 0.2 -0.2
H 5.115841 2.265180 -7.377094 0.2 0.1 0.0
H 2.946709 1.846616 -5.913165 0.0 0.0 -0.3
H 3.304928 3.376897 -5.154044 -0.2 0.2 -0.2
H 4.032557 1.713516 -3.712135 -0.1 0.0 0.1
H 5.387605 2.593943 -4.302962 0.6 -0.4 -0.2
H 5.558541 0.591324 -6.086897 -0.2 0.0 -0.3
H 4.357124 -0.295919 -5.174334 -0.6 0.4 0.0
H 6.245769 -2.376001 -5.687843 -0.2 0.5 -0.2
H 5.225177 -2.483240 -4.276904 0.0 -0.1 0.1
H 7.448712 -2.904140 -2.932213 0.1 0.3 0.1
H 8.320572 -2.970939 -4.470024 -0.1 0.3 -0.1
H 6.908798 -5.083211 -5.047164 0.3 0.7 -0.5
H 5.907442 -4.685538 -3.741697 -0.2 0.1 0.3
H 7.693179 -6.407461 -3.293318 0.1 -0.2 -0.1
H 7.884823 -5.121501 -2.163792 0.0 0.5 0.0
H 8.898976 -5.181846 -3.626061 0.2 -0.1 0.2
H 8.516461 -0.378234 -5.650746 -0.2 -0.4 0.0
H 8.890287 -0.348228 -3.957706 -0.1 0.3 0.2
H 7.857432 2.189663 -4.203258 -0.5 -0.2 0.4
H 8.089188 2.013572 -5.868602 0.2 -0.5 -0.3
H 10.442884 1.584885 -5.448844 0.2 -0.4 0.0
H 10.281995 1.498547 -3.710420 -0.6 -0.6 0.1
H 9.529910 3.865094 -3.678431 -0.3 -0.1 0.0
H 9.650086 3.830912 -5.461939 -0.1 0.4 0.1
H 11.073091 3.701763 -4.449843 0.1 -0.2 -0.1
H 6.400399 1.042547 -2.539016 0.4 0.1 0.5
H 7.217616 -0.529095 -2.057484 0.0 0.3 0.5
H 5.098970 -1.621598 -2.060185 -0.4 -0.2 0.8
H 4.119262 -0.296874 -2.510362 0.2 0.4 -0.5
H 5.542394 -0.385496 0.179276 0.2 0.1 0.0
H 3.875089 -0.464335 -0.181257 -0.3 0.4 0.3
H 4.390865 1.761294 0.568476 0.8 0.4 0.3
H 4.199185 2.088802 -1.084817 -0.1 -0.3 -0.5
H 5.862276 1.822341 -0.599794 -0.1 0.6 0.7
C 1.010342 -9.602446 2.685082 0.1 -0.5 0.1
C 2.064443 -8.519726 2.509886 0.1 1.3 -0.3
C 2.367743 -8.093355 1.064435 0.8 0.0 -0.6
C 3.392679 -6.919416 0.935074 0.1 0.2 0.8
P 3.746870 -6.085464 -0.632271 -1.3 -0.7 0.0
C 2.073250 -5.895803 -1.367218 0.6 1.8 0.2
C 1.190366 -4.804165 -0.617713 -0.6 -1.0 -0.2
C -0.300318 -5.258814 -0.663335 1.6 -0.5 -0.3
C -0.891541 -5.352530 -2.071184 -1.0 1.6 0.4
C 4.490984 -4.442432 -0.344023 0.3 -0.3 0.7
C 5.966510 -4.439476 0.186568 -0.6 0.6 -1.2
C 6.435881 -2.950039 0.115959 0.7 -0.8 1.1
C 7.851148 -2.632818 0.678915 -0.8 -0.1 -0.8
C 4.772862 -7.125584 -1.771251 -0.4 0.0 0.8
C 5.832978 -8.022481 -1.052164 0.2 0.4 -0.9
C 6.191699 -9.327864 -1.807518 0.4 1.2 -0.7
C 5.595130 -10.508996 -1.183181 -0.7 -1.2 1.3
H 0.032208 -9.381983 2.257590 0.0 0.6 0.0
H 0.868887 -9.733327 3.757903 -0.1 -0.2 0.0
H 1.232274 -10.574504 2.244677 0.5 0.0 0.1
H 2.988723 -8.644953 3.073908 0.1 -0.8 -0.1
H 1.683024 -7.628107 3.007515 -0.3 0.3 0.0
H 1.411920 -7.886705 0.582984 0.0 0.3 -0.2
H 2.847234 -8.888936 0.494143 -0.3 -0.5 0.0
H 4.367964 -7.234592 1.305987 0.0 -0.2 0.3
H 3.120128 -6.087062 1.583924 -0.2 0.2 0.2
H 1.544908 -6.842597 -1.479226 0.3 -0.1 0.3
H 2.292694 -5.525163 -2.368506 -0.3 0.1 -0.3
H 1.345290 -3.818562 -1.056678 0.0 -0.1 -0.4
H 1.377407 -4.644453 0.444169 0.6 -0.4 0.1
H -0.844586 -4.615326 0.027889 -0.4 -0.1 -0.2
H -0.292948 -6.270693 -0.258166 -0.1 0.0 0.4
H -1.472239 -4.433476 -2.150145 -0.5 0.1 -0.3
H -1.609180 -6.168930 -2.152387 0.3 -0.2 -0.3
H -0.240555 -5.223774 -2.935895 0.4 -0.8 0.2
H 3.948688 -3.908245 0.436140 -0.6 -0.3 0.2
H 4.309659 -3.827570 -1.225586 0.3 -0.2 -0.4
H 6.579024 -5.109381 -0.416883 0.2 0.1 -0.1
H 5.955712 -4.850920 1.195879 0.1 0.3 0.1
H 5.698953 -2.392448 0.693993 0.0 0.1 0.0
H 6.420371 -2.554966 -0.899802 -0.2 -0.4 -0.1
H 8.015238 -1.572438 0.487167 0.1 0.2 0.4
H 8.616615 -3.131975 0.084770 0.1 -0.3 0.2
H 7.963961 -2.853488 1.740372 0.0 0.0 -0.1
H 5.153624 -6.405765 -2.495804 0.4 -0.2 -0.1
H 4.060639 -7.746208 -2.315000 -0.2 -0.1 0.0
H 5.445092 -8.288544 -0.068881 0.4 0.1 0.1
H 6.764262 -7.458638 -0.998295 -0.2 0.2 0.6
H 7.271334 -9.477808 -1.812430 0.1 0.4 -0.3
H 5.830923 -9.237609 -2.832113 0.3 0.0 -0.2
H 6.080679 -10.723399 -0.231137 0.0 0.1 0.2
H 5.704977 -11.444731 -1.731284 -0.3 0.2 -0.3
H 4.559310 -10.266860 -0.945346 -0.3 -0.6 -0.1
C -0.754156 -1.414641 -2.576553 -1.1 0.2 0.3
N -0.694447 -0.609414 -1.249018 0.9 2.4 -0.1
C -0.809063 -1.565632 -0.049550 1.2 0.3 -1.0
C 0.696502 0.125831 -1.236807 -0.6 -2.8 1.6
C -1.800900 0.497295 -1.200380 -1.7 -1.4 1.3
C -2.229788 1.164190 0.180568 0.9 0.4 -0.8
O -1.197575 2.079687 0.518952 1.1 -1.3 -0.3
H -0.933018 -0.759471 -3.429116 0.3 0.3 0.4
H -1.614586 -2.083793 -2.574798 -0.3 0.2 0.5
H 0.078818 -2.083846 -2.792011 0.5 0.6 0.7
H -0.449864 -1.164635 0.898216 -0.3 0.7 -0.2
H -0.026121 -2.278154 -0.309222 -0.5 -0.6 0.2
H -1.819110 -1.959269 0.064285 0.2 0.0 -0.3
H 1.284059 -0.762792 -1.006138 1.0 0.2 -0.7
H 0.798042 0.654389 -0.288956 -0.5 0.8 -0.5
H 0.980535 0.591494 -2.180512 -0.4 0.0 0.2
H -2.592396 -0.167244 -1.546817 -0.7 1.0 -0.1
H -1.646755 1.365798 -1.840739 0.5 -0.8 -0.4
H -2.581004 0.510601 0.979051 0.8 -0.6 0.1
H -3.094456 1.818606 0.070222 -0.5 -0.4 -1.2
H -1.544033 2.792610 1.060547 -0.1 0.0 0.1
C -3.303293 -1.817024 -8.704596 0.3 0.6 0.6
N -2.375355 -1.093732 -7.765508 0.0 1.6 0.4
C -0.923799 -1.201324 -8.237915 -1.3 -0.3 0.5
C -2.767329 0.421444 -7.743623 0.1 -0.9 0.8
C -2.491913 -1.508108 -6.303286 0.1 -0.5 -0.6
C -2.442632 -3.023472 -6.127573 1.2 -0.5 1.8
O -3.626624 -3.688319 -6.377994 -2.1 0.2 -1.1
H -4.320909 -1.618156 -8.368425 0.0 0.2 -0.3
H -3.167183 -2.897321 -8.654198 0.4 0.2 -0.2
H -3.044531 -1.344852 -9.652322 -0.6 -0.6 -0.3
H -0.919726 -0.690279 -9.200679 0.5 -0.1 0.2
H -0.660572 -2.255962 -8.318862 -0.1 0.1 -0.2
H -0.312244 -0.762900 -7.449325 0.1 0.2 -0.4
H -3.777383 0.437362 -7.334181 0.1 0.2 -0.1
H -2.710746 0.989161 -8.672382 0.1 -0.8 -0.3
H -2.093356 0.892421 -7.028053 -0.1 0.0 0.0
H -3.359613 -1.053912 -5.824828 -0.5 -0.4 -0.5
H -1.698067 -0.963357 -5.792255 0.4 -0.6 0.0
H -2.231371 -3.201784 -5.073210 0.5 0.5 0.3
H -1.647208 -3.580794 -6.622349 0.5 0.7 -0.5
H -3.736419 -4.504047 -5.883901 0.4 0.1 0.1
C -9.193043 0.999482 -0.377188 -0.9 0.3 1.2
C -9.044525 0.538903 1.101667 1.0 -0.5 -0.3
N -8.182634 1.406137 2.038913 -1.3 1.5 0.8
C -8.175809 0.779166 3.449946 2.1 -0.9 -1.1
C -6.781865 1.738915 1.427062 0.1 -1.9 0.1
C -6.138144 0.444495 0.849567 -0.1 0.2 0.0
C -9.018605 2.713191 2.260502 0.5 0.5 0.5
C -8.474212 3.759536 3.301945 1.3 0.3 0.1
O -7.048868 4.022328 3.204106 -0.9 -1.3 -0.8
C -6.494724 4.831892 4.202171 0.2 0.9 0.2
H -8.361764 0.922690 -1.078028 0.3 -0.4 0.6
H -9.530032 2.033727 -0.447084 -0.4 -0.1 -0.1
H -9.978562 0.318572 -0.704925 -0.1 0.3 -0.5
H -8.697407 -0.492057 1.032848 1.1 0.2 0.4
H -9.940377 0.319745 1.682626 -0.6 0.9 -0.5
H -9.163464 0.647985 3.892030 0.1 0.3 -0.4
H -7.441350 1.268710 4.089487 -0.6 0.8 0.0
H -7.654252 -0.172455 3.347505 -0.5 -0.4 -0.2
H -6.171986 2.196287 2.206139 -0.4 -0.1 0.0
H -6.906230 2.468812 0.627142 -0.4 0.0 0.2
H -6.521316 0.197671 -0.140563 -0.1 0.2 0.0
H -6.243584 -0.456031 1.454576 -0.2 0.2 0.4
H -5.056624 0.503239 0.727260 -0.1 0.5 0.1
H -9.970223 2.409731 2.696890 0.0 -0.3 -0.1
H -9.287801 3.128087 1.289173 0.6 0.1 0.1
H -8.720273 3.472496 4.324275 0.1 -0.6 0.1
H -8.958021 4.733215 3.224531 -0.5 -0.1 -0.7
H -6.949377 5.822514 4.209600 -0.4 0.1 0.2
H -5.453936 5.033084 3.948441 0.1 -0.3 -0.1
H -6.522999 4.398998 5.202122 -0.2 -0.2 0.1
C -4.204386 -7.469176 -0.780255 -0.3 1.1 -1.0
C -4.373256 -5.926798 -0.707693 -1.0 -0.2 2.3
N -5.882998 -5.463768 -0.615888 0.3 0.5 -1.5
C -6.677962 -6.070087 0.574463 1.8 0.5 -0.5
C -5.925753 -3.923175 -0.355761 0.8 0.5 -1.2
C -5.349393 -3.002303 -1.504770 -0.8 -0.3 0.3
C -6.491266 -5.800933 -2.010945 -1.0 0.2 1.8
C -7.966378 -5.412404 -2.007164 -0.7 -1.3 -1.3
O -8.741231 -6.331474 -1.213405 0.8 0.6 0.1
C -10.106326 -6.054169 -0.977749 -0.6 0.7 0.8
H -4.925082 -7.974465 -0.137313 0.3 -0.1 -0.1
H -3.186902 -7.797366 -0.567881 -0.1 0.3 0.5
H -4.332825 -7.760924 -1.822599 -0.4 -0.3 0.1
H -3.841515 -5.358125 -1.470557 -0.5 -0.1 -0.2
H -4.053094 -5.543599 0.261202 0.6 -0.1 0.0
H -6.721146 -7.156979 0.504498 -0.5 0.3 -0.3
H -7.619009 -5.524517 0.644407 0.2 -0.6 -0.1
H -6.046468 -5.829360 1.429663 -0.1 0.0 0.1
H -5.452761 -3.706574 0.602072 0.4 -0.4 -0.2
H -6.959590 -3.611811 -0.206289 -0.1 -0.5 -0.2
H -5.471102 -1.960612 -1.207853 0.1 -0.1 0.4
H -5.955394 -3.052120 -2.409409 -0.1 -0.3 0.0
H -4.315002 -3.091945 -1.836579 0.1 -0.4 0.5
H -6.358762 -6.870171 -2.176059 -0.1 0.1 0.2
H -5.954551 -5.267706 -2.795621 0.0 0.2 0.3
H -8.306322 -5.562731 -3.031833 0.0 0.2 -0.4
H -8.075497 -4.341467 -1.835993 -0.4 0.0 0.7
H -10.431821 -6.492584 -0.034386 0.4 -1.0 -0.2
H -10.802591 -6.348130 -1.763179 0.3 -0.1 -0.2
H -10.312201 -5.027416 -0.675270 0.4 0.7 -0.7
C -4.899014 4.962691 0.925505 0.4 0.5 -1.6
C -4.831469 4.471800 -0.556546 -0.8 0.2 0.3
N -4.717851 5.480076 -1.718961 -0.6 -0.2 0.8
C -4.848762 4.719212 -3.047967 0.3 0.1 0.9
C -6.011706 6.391983 -1.610658 2.4 1.1 0.3
C -6.239436 7.345184 -2.826374 -0.7 -1.7 0.0
C -3.403667 6.338844 -1.573519 -1.9 0.8 -1.7
C -2.024463 5.752330 -1.609358 0.8 -2.1 -0.1
O -1.923297 4.708101 -2.583513 0.3 -0.9 -0.2
C -0.650268 4.036020 -2.606347 0.6 0.0 0.0
H -3.960232 5.505242 1.036956 -0.2 0.2 0.9
H -4.944220 4.108487 1.601078 0.4 -0.1 -0.3
H -5.794811 5.535042 1.166452 0.2 0.3 -0.2
H -5.805759 4.042216 -0.789622 0.4 -0.9 -0.1
H -3.957287 3.823737 -0.619004 -0.4 -0.3 -0.4
H -4.692196 5.415272 -3.872033 0.6 -0.2 0.2
H -5.878488 4.388887 -3.184564 0.0 -0.1 0.5
H -4.181494 3.860426 -2.974988 0.0 0.3 -0.6
H -5.737498 6.906267 -0.689559 -0.5 0.6 -0.1
H -6.855060 5.750492 -1.355032 0.1 -0.1 -0.5
H -6.744701 6.747646 -3.585167 0.0 -0.1 -0.2
H -5.366159 7.721456 -3.359202 0.1 0.3 0.7
H -6.992276 8.103157 -2.610052 0.5 0.2 0.4
H -3.522291 6.953104 -0.680922 -0.1 -0.1 0.0
H -3.553325 6.963537 -2.454116 0.4 0.4 0.2
H -1.752257 5.345715 -0.635370 0.1 0.0 0.2
H -1.262857 6.482469 -1.883119 -0.4 0.7 0.3
H -0.162981 3.947770 -1.635347 -0.3 0.4 0.4
H 0.079991 4.446346 -3.303814 -0.2 1.0 0.0
H -0.633777 3.005422 -2.960881 -1.3 -0.1 -0.1
C -3.009736 3.485178 6.151781 -1.6 -0.9 -0.8
C -1.706089 2.770836 5.873949 0.5 0.6 0.7
N -1.757566 1.294885 5.373723 -1.1 -0.2 -0.3
C -2.123452 1.333711 3.880116 1.3 -0.1 0.6
C -0.269267 0.682218 5.528031 -1.1 0.1 -0.3
C -0.142506 -0.808447 5.118957 -1.4 0.3 -0.5
C -2.927029 0.431123 5.981700 0.7 0.8 2.0
C -2.757431 0.274949 7.531246 0.6 -0.5 -1.0
O -1.763243 -0.675313 7.737622 0.4 -0.7 -1.5
C -1.292924 -0.657047 9.029950 1.4 0.4 0.6
H -3.675290 2.839231 6.724384 0.0 0.2 0.3
H -3.548044 3.691197 5.226643 0.0 -0.1 -0.3
H -3.001528 4.466364 6.626450 0.9 -0.2 0.2
H -1.122660 2.869846 6.789312 0.2 -0.9 0.1
H -1.158300 3.392803 5.165997 0.1 -0.6 -0.5
H -1.391589 1.995037 3.416282 -0.1 -0.1 -0.1
H -3.123835 1.727515 3.700514 0.1 -0.1 0.4
H -2.012422 0.316408 3.504803 -0.2 0.1 -0.1
H 0.036050 0.879434 6.555645 -0.4 -0.2 0.1
H 0.244576 1.423760 4.916318 0.3 -0.5 -0.2
H 0.603289 -1.426712 5.618597 0.2 0.7 0.1
H -0.084502 -0.991591 4.046028 0.6 0.4 -0.1
H -1.092196 -1.300571 5.328705 0.0 0.0 0.5
H -2.969389 -0.553510 5.516078 0.3 0.3 -0.2
H -3.857815 0.966046 5.793002 0.2 0.0 -0.3
H -3.580959 -0.171132 8.088840 -1.0 0.8 -0.5
H -2.417731 1.206632 7.983668 -0.4 0.4 0.1
H -0.633767 0.203727 9.142562 0.1 0.5 0.3
H -0.616764 -1.504373 9.143780 -0.6 -0.3 0.4
H -2.086248 -0.540784 9.768339 0.0 -0.6 0.2
B 2.608597 -2.711284 2.808702 1.1 -0.7 0.5
F 3.832965 -2.314793 2.227939 0.1 0.4 -0.9
F 1.505031 -2.442143 2.030182 -0.8 0.9 -1.0
F 2.660335 -4.089959 2.959123 0.1 -1.1 0.0
F 2.538508 -2.097704 4.035667 -0.5 0.6 0.9
B -1.460353 4.769213 2.513782 0.5 1.7 0.7
F -2.288729 3.779342 1.966612 -1.1 0.4 0.1
F -0.310972 4.146893 2.964557 0.7 -0.8 0.6
F -1.046265 5.705676 1.552403 -0.7 -0.1 -0.2
F -2.081960 5.429759 3.609847 0.0 -0.6 -0.7
B 2.127321 -2.322899 -4.483158 0.6 -0.2 0.1
F 1.033146 -2.880141 -5.107536 -1.1 0.2 -0.2
F 1.997391 -1.071738 -3.951762 -1.5 2.6 0.3
F 2.520825 -3.057478 -3.408382 0.3 -2.3 2.1
F 3.186279 -2.259808 -5.324040 1.7 0.0 -2.2
B -4.118537 0.879867 -3.715737 -0.1 -0.9 0.7
F -4.924191 -0.209755 -4.014288 -0.6 -0.8 0.1
F -4.354342 1.872073 -4.581517 -0.5 2.0 -1.4
F -4.332088 1.319830 -2.394982 -0.1 0.1 0.4
F -2.797418 0.462483 -3.871730 1.2 -0.3 0.0
B -3.727188 -2.162420 1.967601 0.5 0.8 2.4
F -4.791065 -2.006317 2.858011 -0.9 0.1 0.4
F -2.581550 -1.617961 2.562320 0.7 0.7 0.4
F -3.486136 -3.443107 1.707769 0.3 -3.2 -0.6
F -3.989775 -1.528041 0.820344 -0.7 1.7 -2.7